A structure of composition C29H54FINO12S5 at a distorted geometry, computed with wB97M-V/def2-TZVPD.

Geometry as XYZ:
```
103
Properties=species:S:1:pos:R:3:forces:R:3
C -0.37650 1.22636 0.94802 -2.43 -0.76 1.93
C -1.70346 0.38261 0.83122 0.48 1.85 -1.04
O -1.82791 -0.28974 -0.15567 -1.08 0.06 1.41
N -2.70749 0.39175 2.03462 3.35 -1.75 -4.66
H -1.99140 -0.01625 2.65193 -0.11 -2.95 2.60
H -2.61024 1.20925 2.51669 -1.05 4.22 1.02
C -4.01535 -0.20802 1.81822 0.50 0.56 4.84
H 0.04803 1.47788 0.02880 0.07 0.36 -1.70
H 0.22002 0.46865 1.35207 1.54 -1.26 0.76
H -0.32058 2.03993 1.65635 -0.59 0.33 0.11
H -4.57828 0.02466 2.81791 0.46 0.00 -2.42
H -3.89562 -1.24508 1.83697 0.26 -1.68 -0.31
H -4.32553 0.14793 0.91013 -1.64 0.96 -1.81
I -4.00794 3.78448 2.36748 0.23 -0.21 -0.13
O -1.54271 -0.81623 3.90892 0.37 -1.00 1.44
H -1.55496 -1.25566 4.82036 0.00 1.18 -2.20
F -1.02250 3.31361 -2.02476 -2.28 -2.36 -1.88
C -0.25214 4.07587 -1.36175 2.31 3.33 2.13
C -0.77588 4.85467 -0.30424 6.41 -0.81 -3.41
C 0.05280 5.63874 0.41991 1.09 0.20 -0.77
C 1.41233 5.70850 0.13530 0.20 1.02 2.20
C 1.89908 4.96916 -0.90480 4.72 -0.42 -0.34
C 1.09072 4.18113 -1.72720 -1.05 0.13 1.31
H -1.64039 4.74761 0.04796 -7.47 -0.99 2.19
H -0.39865 6.19627 1.17726 -0.37 0.79 1.38
H 2.03960 6.26885 0.91904 -0.60 -0.83 -1.76
H 3.14717 4.92962 -0.95909 -3.62 0.04 -0.37
H 1.42010 3.54825 -2.51288 0.62 -0.28 -0.60
C 2.52117 -0.78160 4.02508 -1.34 0.39 2.15
C 4.00124 -0.78867 3.77938 -1.34 2.83 0.13
C 4.21141 -1.73593 2.74020 -0.44 -4.04 2.48
S 2.74014 -2.16187 1.94723 -1.08 -5.92 2.63
O 2.68695 -3.61155 1.72895 0.59 1.26 -0.61
O 2.39161 -1.28668 0.92141 -0.55 2.75 -2.50
C 1.83367 -1.97001 3.44220 0.07 1.14 -1.83
H 2.24066 0.18467 3.60238 -1.30 -0.32 0.46
H 2.31033 -0.89953 5.08263 -0.16 1.04 0.33
H 4.52996 -0.89886 4.73183 0.56 0.35 -0.80
H 4.08936 0.07256 3.12480 1.27 1.44 1.64
H 4.62979 -2.52462 3.31330 0.14 -2.03 -0.64
H 4.85335 -1.44320 2.08617 4.26 1.71 -4.28
H 2.04528 -2.91155 3.88219 0.05 -0.64 0.99
H 0.79048 -1.84802 3.23431 -0.85 0.19 0.13
C -2.28925 -3.83479 0.84486 -1.31 -0.21 -2.26
C -2.61480 -4.66687 -0.47232 -3.72 -0.37 2.11
C -1.41853 -4.58813 -1.27997 0.65 2.45 -1.78
S -0.06865 -4.95724 -0.19775 1.35 3.40 -2.08
O 1.16080 -4.31652 -0.67594 -1.70 0.49 1.01
O 0.06986 -6.33610 -0.15042 -0.30 -4.68 1.19
C -0.95229 -4.25157 1.25053 1.52 -2.08 0.74
H -3.08130 -3.96172 1.59750 0.47 0.36 -0.22
H -2.20198 -2.81302 0.40105 -0.52 -0.41 0.91
H -3.53104 -4.15225 -0.85949 0.97 -0.44 -0.35
H -2.97063 -5.74741 -0.30692 0.83 1.39 0.15
H -1.26283 -3.52348 -1.64605 -0.13 -0.95 0.56
H -1.49018 -5.16268 -2.17896 0.58 -0.81 -0.35
H -0.34214 -3.51342 1.59404 1.69 2.74 0.54
H -0.84351 -4.90777 2.11254 -0.48 -0.86 -0.37
C -4.05859 0.38013 -4.71385 -2.28 0.94 -1.78
C -4.33472 1.16373 -3.44098 -0.70 3.78 -2.93
C -4.91980 0.37827 -2.37309 11.19 -3.91 1.09
S -4.97896 -1.27968 -3.06754 -1.63 -1.73 3.37
O -6.32684 -1.77720 -2.72735 1.57 0.01 -0.53
O -3.82290 -1.98281 -2.61681 1.00 -0.87 0.13
C -4.96015 -0.88442 -4.73950 0.07 1.12 -1.77
H -3.08184 0.08907 -4.73960 2.81 -1.32 0.35
H -4.03457 1.06953 -5.61475 -0.92 -0.94 0.80
H -4.91958 2.14943 -3.70322 0.20 -2.08 0.52
H -3.43729 1.64025 -3.28437 2.37 0.73 1.32
H -5.76616 0.63864 -2.29230 -11.73 3.20 1.71
H -4.38158 0.41732 -1.32216 -0.91 -0.46 -2.35
H -6.01901 -0.65924 -4.55544 -0.38 0.60 -2.08
H -4.74928 -1.61108 -5.62009 -0.45 0.88 2.20
C 0.89423 -1.55482 -2.27051 3.43 -1.11 5.61
C 1.48744 -2.59449 -3.22907 -3.35 -1.60 2.00
C 1.70568 -1.95960 -4.52914 -2.57 -0.31 -2.27
S 0.89527 -0.31243 -4.43970 -2.88 -2.30 -0.88
O -0.14032 -0.24730 -5.49287 1.68 0.86 0.64
O 1.88379 0.68048 -4.14724 0.49 0.77 -0.57
C 0.02133 -0.69659 -2.91991 -3.93 2.46 -3.55
H 1.68543 -0.85844 -2.03689 1.07 -0.03 0.77
H 0.48639 -1.80570 -1.19183 0.95 -0.41 -2.33
H 0.73323 -3.45275 -3.15232 0.42 1.11 -1.15
H 2.31598 -3.18159 -3.01997 2.01 -0.31 1.59
H 1.21152 -2.66899 -5.27181 0.79 1.66 0.21
H 2.69292 -1.71449 -4.76895 1.67 -0.05 -0.33
H -0.85070 -1.27784 -3.31297 -0.02 0.93 0.40
H -0.23823 0.32453 -2.50102 0.11 -1.51 -0.06
C 3.82510 3.14817 3.66342 -2.15 3.83 -0.10
C 2.73578 3.03148 2.54164 -3.79 4.15 5.60
C 3.23558 2.43005 1.42343 0.83 -6.96 -1.25
S 4.88777 2.86875 1.45075 4.57 -3.30 -2.28
O 5.11404 3.59335 0.23093 0.58 1.04 0.01
O 5.74979 1.64185 1.66175 -2.04 2.65 -0.01
C 4.96144 3.79604 2.96560 1.27 -1.24 0.34
H 4.22203 2.24696 3.93578 0.27 -2.87 0.82
H 3.40906 3.65506 4.58812 0.65 -0.37 -1.18
H 2.23568 4.04245 2.11448 1.08 -1.70 2.05
H 2.04662 2.45720 3.14820 -1.30 -0.02 -0.83
H 2.61563 2.62993 0.57952 0.46 -0.04 -1.17
H 3.30198 1.22911 1.68533 -0.25 2.66 -1.37
H 4.93701 4.79661 2.72384 -0.63 2.37 -0.43
H 5.90856 3.60407 3.45892 0.27 -0.19 -0.30
```
Forces are in eV/Å.

Results
- electronic energy (Eh) = -4483.1105
- 2S+1 = 1
- gap between HOMO and LUMO (Ha) = 0.2528
- E_HOMO (eV) = -4.902
- charge = -1

Atomic partial charges in e from the Löwdin method, atoms 1 to 4: atom 1 (C): 0.0549, atom 2 (C): -0.2850, atom 3 (O): 0.1070, atom 4 (N): 0.0257